[1]
Computed, not measured: C24H34N2O6 in the gas phase, with ωB97M-V/def2-TZVPD.

Structure (XYZ):
```
66
Properties=species:S:1:pos:R:3:mulliken_charge:R:1
C 8.9470 3.7127 -5.6374 -0.84
H 9.2936 4.6667 -6.0318 0.24
O 7.8071 4.0101 -4.8699 -0.43
C 7.1585 2.9825 -4.2479 0.74
C 6.0361 3.3306 -3.5008 -0.95
C 5.2978 2.3754 -2.8304 -0.09
C 5.6718 1.0373 -2.8917 0.48
C 6.7938 0.6893 -3.6378 -0.92
C 7.5326 1.6444 -4.3091 -0.17
H 8.3954 1.3300 -4.8742 0.38
H 7.0820 -0.3495 -3.6784 0.40
O 5.0381 -0.0035 -2.2625 -0.49
C 3.8388 0.2290 -1.5557 -0.86
C 2.6450 0.3244 -2.5172 -0.05
O 2.5837 -0.8346 -3.3196 -0.58
H 3.4938 -1.0913 -3.5204 0.41
C 1.3245 0.5070 -1.7535 -0.91
N 1.2378 -0.3773 -0.6067 0.24
C 0.8655 -1.7430 -0.9339 -1.08
C -0.6339 -1.9163 -1.2021 -0.84
N -1.3975 -1.4502 -0.0547 0.43
C -1.0983 -0.0494 0.1958 -0.45
C 0.4014 0.1014 0.4748 -1.40
H 0.6395 1.1465 0.6815 0.53
H 0.6509 -0.4921 1.3598 0.36
H -1.6632 0.2875 1.0667 0.46
H -1.3852 0.5808 -0.6654 0.31
C -2.8229 -1.7143 -0.1657 -1.52
H -2.9500 -2.6671 -0.6868 0.53
C -3.4204 -1.8590 1.2418 1.17
O -2.6251 -2.7442 1.9951 -0.64
H -1.7145 -2.6111 1.6875 0.38
C -4.8670 -2.3932 1.2062 -1.02
O -5.8253 -1.4509 1.6151 -0.45
C -5.9185 -1.1399 2.9477 0.35
C -5.0884 -1.6367 3.9481 -0.08
C -5.2924 -1.2578 5.2603 -0.93
C -6.3165 -0.3810 5.6086 0.77
C -7.1402 0.1201 4.6069 -0.11
C -6.9382 -0.2591 3.2931 -1.03
H -7.5755 0.1228 2.5110 0.40
H -7.9436 0.8035 4.8322 0.37
O -6.4228 -0.0794 6.9389 -0.42
C -7.4483 0.7911 7.3443 -0.84
H -7.3404 1.7820 6.8902 0.33
H -8.4381 0.3884 7.1041 0.33
H -7.3501 0.8798 8.4253 0.24
H -4.6547 -1.6377 6.0426 0.41
H -4.2771 -2.3083 3.7190 0.41
H -4.9127 -3.2996 1.8215 0.41
H -5.1536 -2.6503 0.1830 0.38
H -3.4390 -0.8722 1.7340 0.17
H -3.3614 -0.9343 -0.7255 0.25
H -0.8467 -2.9763 -1.3576 0.56
H -0.9156 -1.3728 -2.1202 0.26
H 1.4302 -2.0576 -1.8102 0.48
H 1.1452 -2.3682 -0.0805 0.35
H 1.2872 1.5377 -1.3937 0.64
H 0.5102 0.3659 -2.4782 0.28
H 2.7807 1.1983 -3.1783 0.50
H 3.9008 1.1170 -0.9205 0.32
H 3.7032 -0.6478 -0.9187 0.40
H 4.4363 2.6919 -2.2642 0.38
H 5.7516 4.3699 -3.4571 0.40
H 9.7387 3.2657 -5.0270 0.33
H 8.7087 3.0432 -6.4705 0.34
```

Computed properties:
E_LUMO in eV: 0.70
Structure (SMILES): COc1ccc(OC[C@@H](O)CN2CCN(C[C@H](O)COc3ccc(OC)cc3)CC2)cc1
E_tot in hartree: -1495.80794
Largest force on an atom in eV/A: 0.67
Relative energy (zero: lowest compared OMol25 entry of this formula, charge and spin) in eV: 3.147

[2]
Computed, not measured: 2 unconnected molecules or ions with the total composition C4H14N3, with ωB97M-V/def2-TZVPD.

Structure (XYZ):
```
21
Properties=species:S:1:pos:R:3:mulliken_charge:R:1
C -2.0896 -0.3149 -1.7494 -0.80
C 0.3388 -0.4627 -1.4518 0.71
N -0.7993 0.1662 -1.8599 -0.07
N 0.3198 -1.5869 -0.6791 -0.35
N 1.5840 0.2703 -1.4683 -0.48
H -0.6448 1.0387 -2.3439 0.23
H -0.5358 -2.2129 -0.5479 0.17
H 1.0607 -2.0692 -0.2849 0.21
H 2.2453 0.1124 -0.7042 0.22
H 2.0494 0.5497 -2.4361 0.28
H -2.7427 0.2524 -0.8927 0.29
H -2.1102 -1.2951 -1.2862 0.28
H -2.7582 -0.2362 -2.7254 0.29
C -0.1754 0.8087 1.9037 -0.50
C 1.1582 0.6077 2.6620 -0.94
H -1.0128 1.3350 2.4375 0.40
H 0.0958 1.4499 1.0105 0.14
H -0.4558 -0.2004 1.5765 0.10
H 0.9964 1.2332 3.6231 0.27
H 2.1551 0.9940 2.2822 0.29
H 1.3210 -0.4397 2.9343 0.27
```

Computed properties:
Net charge: +1
E_LUMO in eV: -3.59
E_tot in hartree: -324.78624
Largest force on an atom in eV/A: 5.54
Relative energy (zero: lowest compared OMol25 entry of this formula, charge and spin) in eV: 2.139

[3]
Computed, not measured: a molecular structure, C23H33HfN4OPSi, with ωB97M-V/def2-TZVPD.

Structure (XYZ):
```
64
Properties=species:S:1:pos:R:3:mulliken_charge:R:1
Hf 0.0478 -0.0123 -0.9360 0.73
Si 2.4483 0.4021 -2.1114 0.70
P -0.4703 0.4698 -3.5925 0.81
N -0.7402 -1.7444 -1.3493 -0.45
H -0.6039 2.7610 0.8676 0.07
C -2.2629 0.7162 -3.7985 -1.25
H -2.4911 0.9718 -4.8436 0.44
H -2.6068 1.5278 -3.1446 0.22
H -2.7985 -0.2002 -3.5233 0.33
C 0.1511 1.9648 -4.4414 -1.20
H -0.2644 1.9957 -5.4588 0.45
H 1.2463 1.9563 -4.4916 0.30
H -0.1640 2.8648 -3.8960 0.22
C -0.1587 -0.8633 -4.8037 -1.30
H -0.4186 -0.5259 -5.8167 0.44
H -0.7696 -1.7376 -4.5470 0.34
H 0.8950 -1.1626 -4.7773 0.30
C 3.2021 2.1150 -1.7197 -1.09
H 2.9020 2.4360 -0.7065 0.23
H 2.8737 2.8695 -2.4552 0.27
H 4.3046 2.0512 -1.7584 0.37
H 3.4402 -0.5631 -1.5287 -0.32
H 2.6403 0.2744 -3.5915 -0.24
C -0.6053 -3.0429 -1.5873 0.20
C -1.4858 -5.3229 -1.5329 -0.43
C -1.6772 -3.9608 -1.3539 -0.48
C 0.6492 -3.5692 -2.0572 0.26
C 0.8133 -4.9356 -2.2354 -0.64
C -0.2441 -5.8199 -1.9699 -0.41
H -2.3099 -6.0111 -1.3292 0.33
H -2.6202 -3.5334 -1.0020 0.38
H 1.4713 -2.8629 -2.2370 0.24
H 1.7764 -5.3187 -2.5824 0.34
H -0.1066 -6.8947 -2.0975 0.34
C -1.1976 2.7837 -0.0601 0.88
O -1.1371 1.4602 -0.5942 -0.60
C -2.6295 3.1143 0.2981 -1.37
H -2.7378 4.1916 0.4554 0.43
H -2.9070 2.6030 1.2261 0.27
H -3.3258 2.8026 -0.4898 0.24
C -0.5507 3.7823 -0.9997 -1.19
H -1.1110 3.8768 -1.9392 0.22
H 0.4804 3.5048 -1.2479 0.17
H -0.5193 4.7693 -0.5218 0.47
N -0.8215 1.2596 9.7673 -0.49
C -0.5242 1.0053 8.6639 0.03
C -0.1621 0.6827 7.3100 0.43
C -0.8962 1.2233 6.2453 -1.05
C -0.5762 0.8891 4.9262 -0.50
C 0.4807 0.0050 4.6739 1.82
C 1.2334 -0.5293 5.7301 -0.47
C 0.9106 -0.1802 7.0470 -0.99
N 0.7739 -0.3575 3.3462 0.34
C 1.7260 -1.3010 2.9340 -0.02
C 1.7191 -1.3003 1.5794 -1.11
N 0.7525 -0.3836 1.1344 -0.53
C 0.2076 0.1682 2.2337 0.10
H -1.7242 1.9037 6.4470 0.42
H -1.1608 1.2960 4.1006 0.42
H 2.0606 -1.2129 5.5350 0.27
H 1.4937 -0.5849 7.8754 0.43
H 2.3084 -1.8705 3.6327 0.36
H 2.3240 -1.8382 0.8667 0.45
H -0.5531 0.9418 2.2329 0.06
```

Computed properties:
E_LUMO in eV: -0.99
E_tot in hartree: -1869.36760
Largest force on an atom in eV/A: 3.50

[4]
Computed, not measured: 4 unconnected molecules or ions with the total composition H8O4, with ωB97M-V/def2-TZVPD.

Structure (XYZ):
```
12
Properties=species:S:1:pos:R:3:mulliken_charge:R:1
O 2.3894 1.0898 -2.4974 -0.64
H 3.1878 1.5666 -2.2706 0.32
H 1.7839 1.7663 -2.8007 0.32
O 0.5286 -3.0095 -1.0121 -0.63
H -0.0656 -2.4807 -1.5446 0.31
H 0.0944 -3.8595 -0.9403 0.31
O 0.3060 1.0108 1.5372 -0.62
H 0.4683 0.8332 0.6107 0.32
H 1.1532 0.8712 1.9602 0.31
O -3.5040 1.0259 2.4604 -0.65
H -2.5494 0.9990 2.3961 0.33
H -3.7925 0.1868 2.1011 0.31
```

Computed properties:
E_LUMO in eV: 0.50
Structure (SMILES): O.O.O.O
E_tot in hartree: -305.73939
Largest force on an atom in eV/A: 0.39
Relative energy (zero: lowest compared OMol25 entry of this formula, charge and spin) in eV: 1.083

[5]
Computed, not measured: a molecular structure, H9LiO5, with ωB97M-V/def2-TZVPD.

Structure (XYZ):
```
15
Properties=species:S:1:pos:R:3:mulliken_charge:R:1
Li 0.4617 -1.5501 -1.3123 0.88
O -0.3483 -0.2661 -0.1353 -1.05
H -0.8183 0.2589 0.4467 0.26
O -2.2253 -0.0711 -1.8813 -0.69
H -2.1723 0.9069 -2.0023 0.30
H -1.7123 -0.3981 -1.0993 0.31
O 2.0557 0.0919 1.2617 -0.59
H 1.2747 -0.0931 0.8067 0.40
H 2.1587 0.9209 1.2607 0.22
O 0.9657 1.7839 -1.3623 -0.62
H 0.5677 1.1149 -0.8113 0.33
H 1.5217 2.3989 -0.8893 0.29
O -0.7283 -2.1011 1.8837 -0.68
H -0.5333 -1.4391 1.1567 0.34
H -0.4683 -1.5581 2.6767 0.31
```

Computed properties:
E_LUMO in eV: -1.02
E_tot in hartree: -389.11887
Largest force on an atom in eV/A: 10.18
Relative energy (zero: lowest compared OMol25 entry of this formula, charge and spin) in eV: 1.022

[6]
Computed, not measured: 2 unconnected molecules or ions with the total composition C4H9O, with ωB97M-V/def2-TZVPD.

Structure (XYZ):
```
14
Properties=species:S:1:pos:R:3:mulliken_charge:R:1
C -1.0792 -0.1272 0.0945 0.07
O -1.7657 0.6627 0.9020 -0.91
C -0.1851 0.3883 -1.1090 -0.95
C 0.4842 -0.1100 0.1798 -0.11
C 1.0725 -1.5232 0.1315 -1.20
H -1.5715 -1.0698 -0.1582 0.26
H 5.0068 3.8449 -0.8844 0.00
H -0.2611 1.4407 -1.3402 0.38
H -0.2229 -0.3247 -1.9266 0.21
H 5.1958 4.3176 -0.3662 0.00
H 0.7593 0.6342 0.9097 0.39
H 0.4650 -2.0938 -0.5668 0.27
H 1.1612 -1.9725 1.1180 0.29
H 2.0731 -1.4613 -0.3274 0.29
```

Computed properties:
Net charge: -1
E_LUMO in eV: 4.31
E_tot in hartree: -232.95360
Largest force on an atom in eV/A: 2.79
Relative energy (zero: lowest compared OMol25 entry of this formula, charge and spin) in eV: 1.778